{"formula": "C38H40N8O5RhS4", "method": "ωB97M-V/def2-TZVPD", "species": ["Rh", "N", "C", "C", "C", "C", "C", "C", "S", "O", "O", "N", "C", "N", "C", "C", "C", "N", "H", "H", "H", "H", "H", "H", "H", "H", "H", "O", "C", "C", "C", "C", "C", "S", "C", "C", "C", "C", "S", "C", "C", "C", "C", "S", "H", "H", "H", "H", "H", "H", "H", "H", "H", "N", "C", "N", "C", "C", "O", "C", "C", "H", "H", "H", "H", "H", "H", "H", "H", "C", "C", "N", "C", "C", "C", "O", "C", "C", "C", "C", "N", "C", "H", "H", "H", "H", "H", "H", "H", "H", "H", "H", "H", "H", "H", "H"], "positions_angstrom": [[-0.513, 0.844, -0.928], [5.823, 1.676, 4.293], [5.170, 1.352, 3.130], [4.293, 0.260, 3.087], [3.602, -0.038, 1.932], [3.778, 0.754, 0.802], [4.660, 1.832, 0.821], [5.346, 2.130, 1.977], [2.927, 0.353, -0.659], [2.547, -1.032, -0.625], [3.669, 0.864, -1.775], [1.474, 1.162, -0.648], [1.346, 2.515, -0.545], [0.019, 2.773, -0.636], [-0.423, 4.000, -0.412], [0.488, 5.013, -0.178], [1.833, 4.668, -0.202], [2.284, 3.426, -0.378], [5.873, 0.978, 5.015], [6.624, 2.280, 4.232], [4.162, -0.355, 3.968], [2.935, -0.889, 1.897], [4.800, 2.422, -0.073], [6.037, 2.963, 1.997], [-1.493, 4.160, -0.442], [0.168, 6.027, 0.003], [2.593, 5.429, -0.063], [-1.465, 0.732, 0.752], [-1.023, 0.702, 2.113], [-0.459, 2.043, 2.562], [0.851, 2.422, 2.466], [1.105, 3.719, 2.978], [-0.023, 4.306, 3.464], [-1.385, 3.293, 3.302], [-2.370, 0.372, 2.758], [-2.693, -0.687, 3.553], [-4.075, -0.732, 3.890], [-4.781, 0.284, 3.327], [-3.779, 1.301, 2.387], [-0.047, -0.400, 2.492], [0.211, -1.598, 1.898], [0.987, -2.473, 2.706], [1.288, -1.925, 3.914], [0.675, -0.340, 4.060], [1.627, 1.765, 2.097], [2.085, 4.175, 3.003], [-0.124, 5.274, 3.927], [-1.968, -1.408, 3.900], [-4.514, -1.483, 4.530], [-5.832, 0.501, 3.434], [-0.137, -1.878, 0.920], [1.305, -3.456, 2.391], [1.863, -2.364, 4.715], [-2.447, 1.069, -1.606], [-3.568, 0.964, -1.329], [-4.818, 0.838, -1.019], [-5.584, -0.363, -1.397], [-6.654, 0.040, -2.398], [-7.452, 1.084, -1.878], [-6.693, 2.253, -1.637], [-5.631, 1.986, -0.584], [-6.040, -0.761, -0.489], [-4.903, -1.105, -1.812], [-7.318, -0.799, -2.600], [-6.185, 0.355, -3.340], [-7.385, 3.017, -1.288], [-6.223, 2.598, -2.567], [-6.098, 1.717, 0.365], [-4.982, 2.845, -0.427], [2.547, -1.474, -4.587], [1.533, -2.609, -4.599], [1.877, -3.700, -3.693], [3.050, -4.511, -4.039], [4.223, -4.262, -3.104], [1.148, -4.115, -2.636], [1.367, -5.162, -2.045], [0.027, -3.257, -2.098], [-1.083, -3.901, -1.570], [-2.047, -3.162, -0.904], [-1.855, -1.805, -0.743], [-0.775, -1.184, -1.240], [0.139, -1.891, -1.912], [2.233, -0.684, -5.270], [3.526, -1.823, -4.916], [2.677, -1.043, -3.593], [1.462, -3.027, -5.607], [0.536, -2.248, -4.355], [3.312, -4.267, -5.069], [2.759, -5.561, -4.005], [4.512, -3.211, -3.103], [5.083, -4.855, -3.419], [3.963, -4.551, -2.087], [-1.153, -4.977, -1.659], [-2.917, -3.635, -0.470], [-2.520, -1.190, -0.152], [1.009, -1.351, -2.251]], "atomic_forces_ev_per_a": [[-0.16, 0.14, 0.00], [-0.02, 0.00, -0.02], [0.03, -0.01, 0.06], [-0.02, 0.00, 0.00], [0.00, 0.01, 0.05], [-0.04, 0.00, 0.05], [-0.01, 0.00, -0.02], [0.00, 0.02, -0.02], [0.04, 0.10, -0.28], [0.00, -0.01, 0.05], [-0.01, -0.04, 0.03], [0.08, -0.22, 0.26], [0.06, 0.00, -0.15], [-0.02, 0.19, 0.21], [0.01, -0.01, -0.13], [-0.03, 0.01, -0.03], [0.05, -0.03, -0.01], [-0.05, 0.03, 0.02], [0.01, 0.00, 0.00], [0.00, 0.00, 0.00], [-0.01, -0.01, 0.01], [-0.02, -0.01, 0.00], [0.01, 0.00, 0.00], [0.00, 0.00, 0.00], [0.00, -0.01, 0.02], [0.00, 0.00, 0.00], [0.00, 0.00, 0.00], [0.16, -0.41, 0.00], [-0.15, 0.21, -0.08], [0.12, -0.02, -0.02], [0.07, -0.10, 0.10], [-0.04, 0.01, 0.00], [0.03, 0.03, -0.01], [-0.06, -0.01, -0.05], [0.01, -0.06, 0.09], [0.00, 0.05, 0.04], [-0.01, 0.00, 0.00], [0.01, 0.00, 0.03], [0.03, -0.01, -0.03], [0.01, 0.04, 0.04], [-0.01, -0.02, -0.06], [0.01, 0.02, 0.00], [0.04, -0.02, -0.04], [0.00, 0.01, 0.01], [-0.01, 0.02, -0.04], [-0.01, 0.01, 0.01], [0.00, 0.00, 0.00], [-0.01, -0.01, 0.00], [0.00, 0.00, 0.00], [-0.01, 0.00, 0.00], [-0.01, 0.04, 0.03], [0.00, 0.00, 0.01], [0.01, 0.01, 0.00], [0.01, -0.01, -0.10], [-0.01, 0.04, 0.11], [-0.03, 0.00, -0.14], [0.02, 0.02, 0.02], [-0.03, 0.01, 0.00], [0.00, -0.01, 0.00], [-0.01, -0.01, 0.00], [-0.01, 0.00, 0.01], [-0.01, -0.01, 0.00], [0.00, 0.00, -0.01], [0.00, 0.00, 0.00], [0.00, 0.00, 0.00], [0.00, 0.00, 0.00], [0.00, 0.00, 0.00], [0.01, 0.01, 0.00], [0.00, 0.00, 0.00], [0.00, 0.01, 0.00], [0.00, -0.01, 0.01], [0.02, 0.03, 0.02], [-0.01, -0.01, 0.00], [0.01, 0.00, 0.00], [0.00, 0.01, -0.04], [0.00, 0.00, 0.01], [-0.01, -0.06, 0.01], [0.01, -0.01, 0.00], [0.00, 0.03, 0.00], [0.00, -0.03, -0.02], [0.01, 0.06, 0.06], [0.00, 0.03, -0.06], [0.00, 0.00, 0.00], [0.00, 0.00, -0.01], [-0.01, -0.01, 0.00], [0.00, 0.00, 0.00], [-0.01, 0.00, 0.01], [0.00, 0.01, 0.00], [0.00, 0.00, -0.01], [0.00, 0.00, 0.00], [0.00, 0.00, 0.00], [0.00, 0.00, 0.00], [-0.01, 0.00, 0.00], [0.00, 0.01, 0.00], [-0.01, -0.01, 0.00], [0.00, 0.00, -0.01]], "lowdin_charge": [1.222, 0.120, -0.307, -0.020, -0.067, -0.317, -0.063, -0.017, 0.621, -0.304, -0.276, -0.173, -0.478, -0.013, -0.073, -0.033, -0.085, 0.179, 0.099, 0.099, 0.111, 0.093, 0.109, 0.115, 0.128, 0.112, 0.124, -0.300, -0.519, -0.488, -0.162, -0.169, -0.396, 1.046, -0.462, -0.103, -0.161, -0.394, 1.017, -0.456, -0.109, -0.165, -0.398, 1.094, 0.094, 0.112, 0.071, 0.109, 0.108, 0.070, 0.086, 0.114, 0.074, 0.103, -0.218, -0.060, -0.083, -0.176, -0.111, -0.174, -0.109, 0.139, 0.131, 0.137, 0.135, 0.137, 0.134, 0.120, 0.134, -0.058, -0.202, -0.048, -0.190, -0.060, -0.412, 0.078, -0.076, 0.037, -0.014, -0.137, -0.067, -0.064, 0.083, 0.078, 0.051, 0.125, 0.107, 0.119, 0.122, 0.070, 0.080, 0.075, 0.135, 0.118, 0.104, 0.088], "gap_ev": 6.439, "e_tot_ha": -3989.3740, "charge": 1, "multiplicity": 1, "fmax_ev_per_a": 0.44, "relative_energy_kcal_mol": 13.4}